16
Properties=species:S:1:pos:R:3 method="wB97M-V/def2-TZVPD" homo_lumo_gap_ha=0.3145 total_energy_ev=-80488.236 molar_mass_g_mol=169.15 homo_ev=-8.32 relative_energy_kj_mol=164.83
C -0.85264 -0.61849 -2.06873
C 2.01825 1.76022 1.13616
C -0.38277 -1.64307 0.43678
C -0.76464 1.55392 1.28767
S 0.54484 -1.09112 -1.01321
Se 0.41386 1.87532 0.02634
H -0.45326 -0.38430 -3.05230
H -1.34607 0.26018 -1.64853
H -1.54430 -1.45432 -2.13114
H 2.78737 1.18788 0.62761
H 2.37290 2.77466 1.31465
H 1.72220 1.29436 2.07358
H 0.33662 -2.07975 1.12267
H -1.11424 -2.38840 0.13265
H -0.86243 -0.77935 0.90547
H -1.77105 1.65369 0.84947